1.
The following is a DFT calculation (wB97M-V/def2-TZVPD) of a single C15H27BrNO molecule.

Geometry as XYZ:
```
45
Properties=species:S:1:pos:R:3:mulliken_spin:R:1
C 0.48598 -0.20894 4.15929 0.00
C -0.25373 0.34898 3.19864 0.00
C -0.81445 -0.41106 2.03030 -0.01
C -0.28359 0.06692 0.64159 0.00
C -0.69802 1.54723 0.37025 0.00
Br 0.56916 2.90421 1.02133 0.00
C -2.09560 1.91087 0.88169 0.00
C -2.52210 3.32619 0.46653 0.00
C -1.03337 -0.81370 -0.41237 0.00
C -0.24940 -1.53461 -1.55012 0.00
C -0.66605 -3.01646 -1.54060 0.02
C -0.64832 -0.94913 -2.91965 0.04
N 1.22830 -1.53565 -1.36786 0.39
O 1.87434 -2.07987 -2.32345 0.54
C 1.86562 -0.35272 -0.75267 -0.05
C 1.79895 0.88643 -1.64833 0.03
C 3.34442 -0.68355 -0.52821 -0.01
C 1.22468 -0.20660 0.62829 0.09
H 1.23738 0.37489 4.68095 0.00
H 0.34726 -1.23551 4.48557 0.00
H -0.45301 1.41389 3.26194 0.00
H -1.90624 -0.47246 2.00927 0.00
H -0.45868 -1.43987 2.13161 0.00
H -0.72591 1.69811 -0.70759 0.00
H -2.11402 1.85736 1.96751 0.00
H -2.78377 1.18633 0.44088 0.00
H -2.04264 3.64299 -0.46024 0.00
H -3.60226 3.37566 0.32188 0.00
H -2.27669 4.04506 1.24499 0.00
H -1.77296 -0.18420 -0.91035 0.00
H -1.61289 -1.56174 0.12566 0.00
H 0.02546 -3.61387 -2.13029 0.00
H -1.69135 -3.13059 -1.88883 0.00
H -0.63777 -3.39369 -0.51545 -0.01
H 0.07557 -1.22131 -3.68534 -0.01
H -0.80872 0.12763 -2.89314 -0.01
H -1.60361 -1.38976 -3.20783 0.00
H 2.51538 0.79529 -2.46287 0.00
H 2.09954 1.75082 -1.05578 0.00
H 0.81018 1.09832 -2.04430 0.00
H 3.76584 0.08059 0.12799 0.00
H 3.90109 -0.63911 -1.46050 0.00
H 3.46663 -1.66405 -0.07103 -0.01
H 1.34292 -1.19239 1.08991 -0.01
H 1.77644 0.49308 1.25075 0.00
```

Properties
HOMO (alpha / beta) = -0.3019 / -0.3383 hartree
Multiplicity = 2
LUMO energy (alpha / beta) = 0.63 / 0.54 eV
Kohn-Sham gap (alpha / beta) = 0.32490 / 0.35815 hartree


2.
The following is a DFT calculation (wB97M-V/def2-TZVPD) of 2 unconnected molecules or ions with the total composition C4H6BrFO.

Geometry as XYZ:
```
13
Properties=species:S:1:pos:R:3:nbo_charge:R:1
C 2.57524 -0.63123 -0.09708 -0.65
C 1.14298 -0.45626 0.55344 -0.28
C 0.09044 0.16097 0.09439 0.23
C -3.20976 0.89403 -0.18193 0.33
O -4.21874 1.46203 0.09949 -0.47
F -0.01054 0.85932 -0.96553 -0.32
Br -3.09408 -1.07231 -0.25742 -0.04
H 3.39158 -0.64832 0.61717 0.22
H 2.89446 0.25011 -0.68635 0.22
H 1.01105 -1.10508 1.45281 0.22
H -0.76916 0.25172 0.75776 0.15
H -2.40876 1.52007 -0.65778 0.18
H 2.60529 -1.48505 -0.72897 0.22
```

Properties
Energy relative to the best compared isomer or geometry (same formula, charge and spin) = 139.6 kJ/mol
Structure (SMILES) = C/C=C\F.O=CBr
HOMO = -0.3578 hartree
LUMO energy = 0.20 eV
Kohn-Sham gap = 0.36508 hartree


3.
The following is a DFT calculation (wB97M-V/def2-TZVPD) of a single C11H17NO2S molecule.

Geometry as XYZ:
```
32
Properties=species:S:1:pos:R:3:nbo_charge:R:1
C -3.75390 -1.03595 1.27030 -0.61
H -4.13022 -0.37211 2.04405 0.21
H -4.55006 -1.70268 0.95156 0.21
H -2.94473 -1.62743 1.69047 0.21
C -3.25360 -0.21075 0.08868 0.09
C -4.39269 0.61033 -0.51886 -0.63
H -5.18238 -0.05095 -0.86446 0.21
H -4.03976 1.19540 -1.36470 0.21
H -4.79656 1.28891 0.22876 0.21
O -2.22094 0.64126 0.58918 -0.55
C -1.28996 1.09477 -0.35379 -0.07
C -0.20527 0.06348 -0.72803 0.05
O -0.73098 -0.82916 -1.68494 -0.73
H -0.08835 -1.53770 -1.82323 0.48
C 0.27977 -0.66518 0.52131 -0.54
H 0.61870 0.04456 1.27208 0.26
H -0.50981 -1.29765 0.92319 0.24
S 1.67171 -1.77346 0.14288 0.23
C 3.01277 -0.63546 0.11704 0.06
N 2.74416 0.63311 0.37088 -0.47
C 3.74617 1.49675 0.36795 0.06
C 5.05726 1.13920 0.11058 -0.28
C 5.33154 -0.19785 -0.15784 -0.15
C 4.29599 -1.10947 -0.15754 -0.26
H 4.45177 -2.15755 -0.35723 0.23
H 6.34159 -0.52066 -0.36359 0.22
H 5.84144 1.87902 0.11849 0.22
H 3.46792 2.52021 0.58290 0.19
H 0.64025 0.61944 -1.16602 0.18
H -0.79952 1.95408 0.11039 0.19
H -1.77627 1.41813 -1.28195 0.18
H -2.83604 -0.87468 -0.67850 0.19
```

Properties
Energy relative to the best compared isomer or geometry (same formula, charge and spin) = 39.1 kJ/mol
Structure (SMILES) = CC(C)OC[C@H](O)CSc1ccccn1
HOMO = -0.3133 hartree
LUMO energy = 0.75 eV
Kohn-Sham gap = 0.34079 hartree


4.
The following is a DFT calculation (wB97M-V/def2-TZVPD) of 2 unconnected molecules or ions with the total composition C2HF3N2O.

Geometry as XYZ:
```
9
Properties=species:S:1:pos:R:3:nbo_charge:R:1
C -1.16684 1.11134 0.58735 0.50
C 1.82204 -0.31892 0.06787 0.73
N -1.54148 0.25621 -0.13852 -0.18
N -1.96386 -0.81668 -0.43373 0.19
O 1.39048 0.06649 -0.99102 -0.55
F -1.38306 2.42988 0.48499 -0.28
F 2.03132 0.42815 1.06810 -0.30
F -1.14551 -1.77940 -1.01665 -0.22
H 1.95691 -1.37706 0.37162 0.11
```

Properties
Energy relative to the best compared isomer or geometry (same formula, charge and spin) = 413.4 kJ/mol
HOMO (alpha / beta) = -0.3632 / -0.3632 hartree
LUMO energy (alpha / beta) = -0.78 / -0.78 eV
Kohn-Sham gap (alpha / beta) = 0.33449 / 0.33438 hartree


5.
The following is a DFT calculation (wB97M-V/def2-TZVPD) of a single C4H4S molecule.

Geometry as XYZ:
```
9
Properties=species:S:1:pos:R:3:nbo_charge:R:1
C -0.87067 0.39108 2.29801 -0.26
C -0.65848 0.12756 1.02964 -0.03
C 0.41060 0.49267 -1.10015 -0.30
C -0.02519 -0.28275 -0.16655 -0.27
S -1.29826 1.83060 1.38586 -0.01
H -1.14582 0.26420 3.28900 0.25
H 0.87804 0.11229 -1.90993 0.20
H 0.13859 1.53584 -1.06520 0.20
H 0.12593 -1.28400 -0.32172 0.22
```

Properties
Energy relative to the best compared isomer or geometry (same formula, charge and spin) = 338.7 kJ/mol
Structure (SMILES) = C=CC1=CS1
HOMO = -0.2755 hartree
LUMO energy = 0.28 eV
Kohn-Sham gap = 0.28572 hartree


6.
The following is a DFT calculation (wB97M-V/def2-TZVPD) of 2 unconnected molecules or ions with the total composition C6H5BrNO2.

Geometry as XYZ:
```
15
Properties=species:S:1:pos:R:3:nbo_charge:R:1
C 0.98594 -1.09097 -0.08163 -0.16
C 2.32512 -1.03150 0.00263 -0.24
C 0.07822 0.03829 -0.09800 -0.37
C 3.13456 0.17967 0.03852 -0.03
C -3.72143 0.53573 0.11511 1.00
C 0.43888 1.28793 -0.05459 0.08
N 2.80150 1.38139 0.03165 -0.37
O -3.99226 1.63986 -0.16048 -0.60
O -2.95466 -0.28876 0.44795 -0.64
Br -5.80006 -0.66597 -0.06990 -0.74
H 0.51148 -2.06298 -0.12351 0.22
H 2.88207 -1.95865 0.03347 0.20
H -0.98423 -0.21811 -0.11907 0.29
H 4.21920 -0.02887 0.07211 0.16
H 0.07567 2.28294 -0.03425 0.21
```

Properties
Energy relative to the best compared isomer or geometry (same formula, charge and spin) = 239.8 kJ/mol
HOMO (alpha / beta) = -0.1708 / -0.1708 hartree
LUMO energy (alpha / beta) = 2.40 / 2.40 eV
Kohn-Sham gap (alpha / beta) = 0.25903 / 0.25901 hartree
Net charge = -1


7.
The following is a DFT calculation (wB97M-V/def2-TZVPD) of a molecular structure, C4H13NO2.

Geometry as XYZ:
```
20
Properties=species:S:1:pos:R:3:nbo_charge:R:1
C -0.39354 0.63896 1.02757 -0.28
N -1.63648 1.29986 0.98904 -0.44
C 3.25049 -0.07950 -0.54635 -0.27
O 1.94488 0.29113 -0.34740 -0.56
C -0.61163 -0.83140 0.66588 -0.42
C -0.42403 -1.01738 -0.84239 -0.60
H 0.37122 1.03081 0.32415 0.32
H 0.10737 0.76815 2.00938 0.27
H -1.51082 2.31008 1.04739 0.37
H 3.48741 -0.19522 -1.64782 0.19
H 3.92252 0.74313 -0.25381 0.20
H 3.53542 -0.91533 0.08814 0.17
H -1.62578 -1.08915 0.98059 0.23
H 0.06312 -1.45013 1.28199 0.21
H -0.87553 -0.17679 -1.37692 0.23
H 0.66301 -0.79239 -1.02223 0.26
H -0.68473 -2.01735 -1.20528 0.23
H -2.46810 0.85122 0.32317 0.44
H -3.83632 0.46941 -1.11072 0.46
O -3.27849 0.16189 -0.38438 -1.00
```

Properties
Energy relative to the best compared isomer or geometry (same formula, charge and spin) = 820.0 kJ/mol
HOMO = -0.3021 hartree
LUMO energy = -4.36 eV
Kohn-Sham gap = 0.14173 hartree


8.
The following is a DFT calculation (wB97M-V/def2-TZVPD) of a single C4H6N4 molecule.

Geometry as XYZ:
```
14
Properties=species:S:1:pos:R:3:nbo_charge:R:1
C -1.29763 0.37792 1.21916 -0.36
C -0.54627 -0.92759 1.34647 0.09
C 1.29207 0.21422 -1.12952 0.06
C 0.21256 0.77256 -1.75018 -0.23
H -2.45900 0.37134 0.83214 0.23
H -1.38068 0.82037 2.17874 0.22
H -0.95184 -1.82335 1.90639 0.22
H 2.40000 -1.24233 0.05521 0.42
H 2.31175 0.61983 -1.45395 0.22
H 0.25194 1.30478 -2.63130 0.20
N 0.32889 -1.51862 0.54766 -0.25
N 1.36439 -0.78025 -0.31779 -0.46
N -1.03015 0.72902 -0.96818 -0.17
N -0.49605 1.08211 0.16515 -0.21
```

Properties
Energy relative to the best compared isomer or geometry (same formula, charge and spin) = 695.4 kJ/mol
Structure (SMILES) = C1=C\N/N=C\C/N=N/1
HOMO = -0.2858 hartree
LUMO energy = 0.38 eV
Kohn-Sham gap = 0.29970 hartree


9.
The following is a DFT calculation (wB97M-V/def2-TZVPD) of a molecular structure, C3H3HgO2.

Geometry as XYZ:
```
9
Properties=species:S:1:pos:R:3:mulliken_spin:R:1
C 0.38568 -1.02554 -0.01768 -0.01
O -0.61102 0.98420 0.06454 0.08
C 1.17960 0.01610 0.20800 0.02
C -0.99094 -0.35293 -0.07956 0.03
O 2.08224 0.80525 0.09735 -0.01
H 0.61315 -2.05308 0.25868 0.00
H -1.48443 -0.57082 -1.04734 0.00
H -1.62553 -0.69165 0.76342 0.01
Hg 0.45124 2.88847 -0.24739 0.88
```

Properties
Energy relative to the best compared isomer or geometry (same formula, charge and spin) = 147.1 kJ/mol
HOMO (alpha / beta) = -0.3075 / -0.3068 hartree
Multiplicity = 2
LUMO energy (alpha / beta) = 0.34 / -3.02 eV
Kohn-Sham gap (alpha / beta) = 0.31983 / 0.19581 hartree


Strongest force on any atom per entry: 1.146 3.784 0.706 6.387 3.498 3.877 2.520 8.075 2.381 eV/A